Here is a structure of composition C16H10BrF5Pt at a distorted geometry from OMol25. Energies are from ωB97M-V with the def2-TZVPD basis set.

Geometry as ORCA input:
```
! RIJCOSX wB97M-V def2-TZVPD def2/J DEFGRID3
* xyz -2 3
C -1.23 -0.88 -1.95
C -1.23 -1.88 -1.00
C -2.01 -1.40 0.19
H -0.80 -2.87 -1.05
C -2.36 0.02 -0.14
C -1.90 0.29 -1.42
H -2.00 1.23 -1.96
H -0.79 -0.93 -2.94
H -2.71 -2.07 0.67
H -2.93 0.67 0.51
Pt -0.69 -0.89 1.73
Br 1.10 -2.40 1.21
C 2.24 1.00 -0.01
C 1.50 1.91 -0.82
C 1.47 1.39 -2.16
H 0.97 2.79 -0.48
C 2.25 0.20 -2.17
C 2.75 -0.03 -0.86
H 3.40 -0.84 -0.55
H 2.39 1.07 1.06
H 0.98 1.84 -3.02
H 2.50 -0.40 -3.05
F -3.31 -0.01 2.97
C -2.27 0.61 3.60
C -1.00 0.66 3.00
C -0.16 1.66 3.51
F 0.89 2.15 2.80
C -0.38 2.21 4.78
F 0.56 3.01 5.33
C -1.51 1.88 5.51
F -1.64 2.22 6.81
C -2.49 1.10 4.88
F -3.59 0.74 5.56
*
```

- LUMO energy (alpha / beta) (eV) = 4.743 / 4.480
- energy (eV) = -103626.562
- HOMO (alpha / beta) (eV) = 0.2 / 0.3
- maximum force (eV Å⁻¹) = 1.7
- ⟨S²⟩ = 2.017
- Kohn-Sham gap (alpha / beta) (eV) = 4.5 / 4.2